# 1
# C4H12

2 unconnected molecules or ions with the total composition C4H12 at a distorted geometry (wB97M-V/def2-TZVPD, the OMol25 dataset).

Last column: Mulliken charge in e.
Positions of all 16 atoms, in Å:
C 1.655 -0.715 -0.997  -0.621
C 0.922 -1.892 -0.408  -0.901
H 2.663 -0.518 -0.628  0.303
H 1.586 -0.801 -2.080  0.283
H 1.102 0.161 -0.609  0.044
H 1.639 -2.678 -0.100  0.315
H 0.237 -2.320 -1.123  0.278
H 0.562 -1.785 0.625  0.275
C -1.802 1.221 0.095  -0.807
C -0.795 1.429 1.256  -0.772
H -1.247 1.175 -0.836  0.252
H -2.149 0.196 0.236  0.239
H -2.583 1.965 -0.019  0.343
H -1.151 1.185 2.266  0.289
H -0.741 2.523 1.240  0.265
H 0.103 0.854 1.081  0.213

Computed properties:
Orbital gap (eV): 12.32
Energy above the lowest of the compared OMol25 structures with the same formula, charge and spin (kcal per mole): 17.49
Structure (SMILES): CC.CC
Highest occupied orbital energy (eV): -11.13
E_tot (Eh): -159.5571

# 2
# C4H12

2 unconnected molecules or ions with the total composition C4H12 at a distorted geometry (wB97M-V/def2-TZVPD, the OMol25 dataset).

Last column: Mulliken charge in e.
Positions of all 16 atoms, in Å:
C 1.594 1.725 1.856  -0.948
C 0.426 1.249 0.976  -0.583
H 2.413 0.997 2.036  0.288
H 2.157 2.566 1.460  0.298
H 1.173 1.960 2.834  0.270
H 0.714 0.798 0.017  0.127
H -0.003 2.200 0.623  0.245
H -0.253 0.620 1.526  0.297
C -0.507 -1.232 -1.951  -0.772
C -1.494 -1.790 -0.888  -0.838
H 0.490 -1.073 -1.571  0.235
H -0.481 -1.896 -2.821  0.324
H -0.964 -0.283 -2.233  0.223
H -0.910 -2.494 -0.292  0.239
H -1.980 -1.048 -0.266  0.255
H -2.375 -2.298 -1.305  0.340

Computed properties:
Orbital gap (eV): 12.67
Energy above the lowest of the compared OMol25 structures with the same formula, charge and spin (kcal per mole): 9.60
Structure (SMILES): CC.CC
Highest occupied orbital energy (eV): -11.51
E_tot (Eh): -159.5697

# 3
# C4H12

2 unconnected molecules or ions with the total composition C4H12 at a distorted geometry (wB97M-V/def2-TZVPD, the OMol25 dataset).

Last column: Mulliken charge in e.
Positions of all 16 atoms, in Å:
C 1.719 -1.392 -0.312  -0.824
C 0.799 -1.340 0.905  -0.721
H 2.037 -2.408 -0.566  0.339
H 1.181 -1.098 -1.227  0.231
H 2.548 -0.694 -0.194  0.247
H 1.402 -1.794 1.759  0.270
H 0.516 -0.297 1.154  0.170
H -0.168 -1.820 0.922  0.285
C -1.891 1.033 -0.065  -0.778
C -0.631 1.720 -0.504  -0.691
H -2.170 1.256 0.999  0.243
H -2.714 1.239 -0.773  0.316
H -1.824 -0.064 -0.058  0.220
H -0.139 0.946 -1.109  0.082
H 0.074 2.027 0.284  0.257
H -0.649 2.573 -1.172  0.353

Computed properties:
Orbital gap (eV): 12.40
Energy above the lowest of the compared OMol25 structures with the same formula, charge and spin (kcal per mole): 11.62
Structure (SMILES): CC.CC
Highest occupied orbital energy (eV): -11.25
E_tot (Eh): -159.5664

# 4
# C4H12

2 unconnected molecules or ions with the total composition C4H12 at a distorted geometry (wB97M-V/def2-TZVPD, the OMol25 dataset).

Last column: Mulliken charge in e.
Positions of all 16 atoms, in Å:
C -1.658 0.632 -2.861  -0.894
C -1.267 0.092 -1.490  -0.757
H -1.500 1.708 -2.863  0.288
H -0.996 0.253 -3.642  0.283
H -2.685 0.336 -3.056  0.272
H -1.484 -0.972 -1.385  0.300
H -1.767 0.672 -0.712  0.281
H -0.199 0.212 -1.281  0.227
C 1.606 0.250 2.544  -0.923
C 1.270 -1.012 1.759  -0.747
H 1.404 0.166 3.617  0.281
H 2.599 0.631 2.410  0.309
H 0.970 1.044 2.246  0.293
H 1.655 -0.904 0.749  0.223
H 0.212 -1.244 1.833  0.248
H 1.841 -1.864 2.133  0.316

Computed properties:
Orbital gap (eV): 12.80
Energy above the lowest of the compared OMol25 structures with the same formula, charge and spin (kcal per mole): 4.13
Structure (SMILES): CC.CC
Highest occupied orbital energy (eV): -11.67
E_tot (Eh): -159.5784

# 5
# C4H12

2 unconnected molecules or ions with the total composition C4H12 at a distorted geometry (wB97M-V/def2-TZVPD, the OMol25 dataset).

Last column: Mulliken charge in e.
Positions of all 16 atoms, in Å:
C 0.291 -2.695 0.926  -0.864
C 0.396 -1.385 1.746  -0.660
H -0.558 -2.657 0.261  0.290
H 1.259 -2.923 0.487  0.283
H 0.130 -3.524 1.628  0.267
H -0.556 -1.093 2.171  0.297
H 1.204 -1.441 2.471  0.319
H 0.684 -0.634 1.001  0.072
C -0.802 1.413 -1.170  -0.577
C 0.125 2.629 -1.456  -0.830
H -0.564 0.966 -0.208  0.035
H -1.800 1.788 -1.082  0.310
H -0.754 0.724 -2.004  0.261
H 1.047 2.584 -0.903  0.287
H 0.327 2.687 -2.532  0.254
H -0.428 3.561 -1.335  0.256

Computed properties:
Orbital gap (eV): 12.77
Energy above the lowest of the compared OMol25 structures with the same formula, charge and spin (kcal per mole): 8.10
Structure (SMILES): CC.CC
Highest occupied orbital energy (eV): -11.63
E_tot (Eh): -159.5721

# 6
# C4H12

2 unconnected molecules or ions with the total composition C4H12 at a distorted geometry (wB97M-V/def2-TZVPD, the OMol25 dataset).

Last column: Mulliken charge in e.
Positions of all 16 atoms, in Å:
C 1.757 -1.286 1.794  -1.006
C 1.161 -0.177 0.886  -0.390
H 2.758 -1.589 1.514  0.299
H 1.874 -0.912 2.801  0.256
H 0.923 -1.923 1.891  0.334
H 1.859 -0.002 0.006  0.279
H 1.081 0.820 1.426  0.313
H 0.267 -0.391 0.464  -0.134
C -1.489 1.280 -0.785  -0.587
C -1.424 0.166 -1.907  -0.888
H -1.204 0.667 0.059  0.146
H -0.590 1.958 -0.902  0.210
H -2.456 1.830 -0.701  0.319
H -0.775 0.385 -2.727  0.263
H -1.246 -0.799 -1.508  0.326
H -2.521 0.058 -2.245  0.260

Computed properties:
Orbital gap (eV): 12.50
Energy above the lowest of the compared OMol25 structures with the same formula, charge and spin (kcal per mole): 27.61
Structure (SMILES): CC.CC
Highest occupied orbital energy (eV): -11.36
E_tot (Eh): -159.5410

# 7
# C4H12

2 unconnected molecules or ions with the total composition C4H12 at a distorted geometry (wB97M-V/def2-TZVPD, the OMol25 dataset).

Last column: Mulliken spin population.
Positions of all 16 atoms, in Å:
C 0.285 2.821 1.605  0.191
C 0.043 1.702 0.692  0.142
H 1.137 2.745 2.319  0.111
H 0.245 3.763 1.068  -0.005
H -0.526 2.796 2.415  0.235
H -0.999 1.666 0.255  0.156
H 0.262 0.725 1.121  0.003
H 0.642 1.891 -0.245  0.161
C 0.027 -1.848 -1.810  0.001
C -0.313 -2.657 -0.490  0.001
H -0.033 -2.600 -2.589  0.001
H -0.819 -1.171 -1.916  0.001
H 0.987 -1.345 -1.779  0.001
H -0.836 -2.030 0.237  0.000
H 0.602 -2.959 0.017  0.000
H -0.906 -3.495 -0.825  0.001

Computed properties:
Orbital gap (spin up / spin down) (eV): 11.04 / 2.90
2S+1: 2
Energy above the lowest of the compared OMol25 structures with the same formula, charge and spin (kcal per mole): 16.14
Highest occupied orbital energy (spin up / spin down) (eV): -14.68 / -14.66
Total charge: +1
E_tot (Eh): -159.1441

# 8
# C4H12

2 unconnected molecules or ions with the total composition C4H12 at a distorted geometry (wB97M-V/def2-TZVPD, the OMol25 dataset).

Last column: Mulliken spin population.
Positions of all 16 atoms, in Å:
C 0.703 0.995 -0.719  0.135
C 1.742 0.636 -1.853  0.034
H 0.982 1.933 -0.091  0.108
H -0.402 1.148 -1.144  0.067
H 0.718 0.243 0.126  0.050
H 1.913 -0.446 -1.997  0.034
H 2.736 1.016 -1.833  0.055
H 1.271 1.056 -2.650  -0.004
C -0.838 -1.364 1.666  0.056
C -1.621 -0.306 0.887  0.134
H 0.229 -1.386 1.350  0.052
H -0.753 -1.126 2.754  0.051
H -1.246 -2.314 1.501  -0.001
H -1.476 0.635 1.405  -0.001
H -1.273 -0.167 -0.150  0.160
H -2.685 -0.552 0.749  0.071

Computed properties:
Orbital gap (spin up / spin down) (eV): 14.26 / 4.79
2S+1: 2
Energy above the lowest of the compared OMol25 structures with the same formula, charge and spin (kcal per mole): 24.76
Highest occupied orbital energy (spin up / spin down) (eV): -17.25 / -16.15
Total charge: +1
E_tot (Eh): -159.1304

# 9
# C4H12

2 unconnected molecules or ions with the total composition C4H12 at a distorted geometry (wB97M-V/def2-TZVPD, the OMol25 dataset).

Last column: Mulliken spin population.
Positions of all 16 atoms, in Å:
C 0.485 -1.603 2.236  0.240
C -0.560 -1.267 1.237  0.164
H 1.392 -1.060 1.892  0.131
H 0.453 -1.206 3.283  0.143
H 0.539 -2.683 2.467  0.043
H -0.457 -0.448 0.531  0.013
H -0.870 -2.161 0.675  0.022
H -1.479 -1.032 1.868  0.217
C -0.330 1.509 -1.086  0.005
C 0.454 1.299 -2.417  0.002
H 0.118 1.207 -0.149  0.003
H -0.487 2.588 -1.017  0.010
H -1.373 1.243 -1.255  0.002
H 0.943 2.226 -2.713  0.004
H 1.251 0.573 -2.278  0.002
H -0.253 1.042 -3.193  0.000

Computed properties:
Orbital gap (spin up / spin down) (eV): 11.24 / 3.24
2S+1: 2
Energy above the lowest of the compared OMol25 structures with the same formula, charge and spin (kcal per mole): 17.77
Highest occupied orbital energy (spin up / spin down) (eV): -14.73 / -14.62
Total charge: +1
E_tot (Eh): -159.1415

# 10
# C4H12

2 unconnected molecules or ions with the total composition C4H12 at a distorted geometry (wB97M-V/def2-TZVPD, the OMol25 dataset).

Last column: Mulliken spin population.
Positions of all 16 atoms, in Å:
C -0.686 -0.552 2.547  0.030
C -1.014 0.824 1.886  0.057
H -1.346 -1.336 2.227  -0.001
H 0.395 -0.879 2.119  0.031
H -0.717 -0.443 3.682  0.049
H -0.094 1.351 1.966  -0.004
H -1.272 0.642 0.853  0.069
H -1.965 1.233 2.140  0.045
C 0.761 0.714 -2.162  0.184
C 0.917 -0.851 -2.196  0.195
H 1.771 1.117 -2.186  0.066
H 0.061 0.856 -2.878  0.042
H 0.306 1.004 -1.202  0.057
H 1.450 -1.234 -3.061  0.062
H -0.021 -1.377 -2.414  0.055
H 1.455 -1.069 -1.321  0.063

Computed properties:
Orbital gap (spin up / spin down) (eV): 13.04 / 3.24
2S+1: 2
Energy above the lowest of the compared OMol25 structures with the same formula, charge and spin (kcal per mole): 33.63
Highest occupied orbital energy (spin up / spin down) (eV): -16.12 / -14.93
Total charge: +1
E_tot (Eh): -159.1162

# 11
# C4H12

2 unconnected molecules or ions with the total composition C4H12 at a distorted geometry (wB97M-V/def2-TZVPD, the OMol25 dataset).

Last column: Mulliken spin population.
Positions of all 16 atoms, in Å:
C -2.713 0.922 -0.519  0.127
C -1.227 0.588 -0.754  0.145
H -2.984 0.740 0.542  0.015
H -2.830 2.013 -0.695  0.184
H -3.374 0.508 -1.311  0.076
H -1.106 -0.598 -0.777  0.232
H -0.857 0.880 -1.759  0.042
H -0.582 1.042 0.132  0.070
C 1.941 -1.520 0.880  0.013
C 1.982 0.011 0.442  0.011
H 2.379 -1.646 1.813  -0.001
H 0.970 -1.885 0.874  0.025
H 2.489 -2.098 0.099  0.017
H 1.536 0.776 1.037  0.021
H 3.040 0.252 0.264  0.022
H 1.426 0.005 -0.514  0.002

Computed properties:
Orbital gap (spin up / spin down) (eV): 12.20 / 3.53
2S+1: 2
Energy above the lowest of the compared OMol25 structures with the same formula, charge and spin (kcal per mole): 25.77
Highest occupied orbital energy (spin up / spin down) (eV): -15.63 / -15.41
Total charge: +1
E_tot (Eh): -159.1288

# 12
# C4H12

2 unconnected molecules or ions with the total composition C4H12 at a distorted geometry (wB97M-V/def2-TZVPD, the OMol25 dataset).

Last column: Mulliken spin population.
Positions of all 16 atoms, in Å:
C 1.725 -0.468 -1.259  0.139
C 1.830 -0.001 0.125  0.178
H 2.686 -0.206 -1.758  0.144
H 1.409 -1.512 -1.259  -0.002
H 0.944 0.088 -1.872  0.154
H 0.916 0.118 0.734  0.204
H 2.336 1.070 0.205  0.006
H 2.352 -0.594 0.773  0.103
C -1.771 0.917 0.836  0.003
C -1.768 -0.500 0.306  0.021
H -1.204 1.562 0.208  0.013
H -2.663 1.358 0.698  0.000
H -1.501 1.144 1.782  0.003
H -2.650 -1.089 0.328  0.001
H -1.137 -1.208 0.839  0.027
H -1.584 -0.417 -0.729  0.004

Computed properties:
Orbital gap (spin up / spin down) (eV): 12.20 / 3.55
2S+1: 2
Energy above the lowest of the compared OMol25 structures with the same formula, charge and spin (kcal per mole): 35.43
Highest occupied orbital energy (spin up / spin down) (eV): -15.47 / -15.42
Total charge: +1
E_tot (Eh): -159.1134